{
  "formula": "C27H20N9O5Pd",
  "method": "ωB97M-V/def2-TZVPD",
  "species": ["Pd", "O", "C", "O", "C", "C", "C", "C", "C", "N", "C", "O", "O", "H", "H", "H", "H", "C", "N", "C", "N", "C", "N", "C", "C", "C", "C", "C", "C", "C", "N", "N", "C", "O", "C", "C", "C", "C", "C", "C", "N", "C", "N", "C", "N", "C", "H", "H", "H", "H", "H", "H", "H", "H", "H", "H", "H", "H", "H", "H", "H", "H"],
  "positions_angstrom": [[-1.84824, -0.38643, 2.22281], [-1.28697, 3.38462, 3.92373], [-1.62721, 2.22680, 3.41264], [-0.82360, 1.35618, 3.09443], [-3.09136, 2.00888, 3.24234], [-4.14050, 2.77732, 3.70516], [-5.43315, 2.28501, 3.50256], [-5.63596, 1.06188, 2.88456], [-4.52893, 0.34224, 2.45404], [-3.31763, 0.84618, 2.62190], [-4.53227, -1.06240, 1.86293], [-5.57255, -1.58202, 1.55861], [-3.33741, -1.58471, 1.70513], [-0.32166, 3.44216, 4.02022], [-3.96575, 3.71598, 4.20919], [-6.27748, 2.86149, 3.85408], [-6.61838, 0.63441, 2.73703], [-0.78949, 2.43128, -3.43266], [-1.31790, 1.99504, -2.13461], [-0.98473, 0.93369, -1.39049], [-1.67811, 0.91966, -0.26718], [-2.44747, 2.03330, -0.38955], [-2.25986, 2.71256, -1.49666], [0.68625, 2.72589, -3.34922], [1.19466, 4.01766, -3.32499], [2.55830, 4.22766, -3.14461], [3.41580, 3.16174, -2.92759], [2.90473, 1.86761, -2.94028], [1.55790, 1.65939, -3.20088], [3.69974, 0.71530, -2.51911], [4.83685, 0.66321, -1.92350], [4.99987, -0.66044, -1.50157], [3.94862, -1.28782, -1.88091], [3.07984, -0.49383, -2.55828], [3.44033, -2.62619, -1.54824], [3.04388, -3.52201, -2.53594], [2.40415, -4.69672, -2.17936], [2.11899, -4.95749, -0.84567], [2.51061, -4.06508, 0.14390], [2.15394, -4.30775, 1.58158], [1.10803, -3.38650, 2.05285], [0.41542, -2.44474, 1.41977], [-0.40840, -1.86828, 2.28784], [-0.17540, -2.52741, 3.45518], [0.74170, -3.44855, 3.34846], [3.19879, -2.91112, -0.21157], [-1.37230, 3.30657, -3.70684], [-0.99096, 1.64371, -4.15990], [-0.25039, 0.20910, -1.69551], [-3.16937, 2.34998, 0.34590], [0.52826, 4.86318, -3.44124], [2.94844, 5.23610, -3.14137], [4.46599, 3.32400, -2.72807], [1.18208, 0.64685, -3.24801], [3.23450, -3.29744, -3.57696], [2.10817, -5.40338, -2.94208], [1.58727, -5.86138, -0.57543], [3.00696, -4.15946, 2.24305], [1.77581, -5.31718, 1.73349], [0.52258, -2.20989, 0.37577], [-0.69583, -2.31320, 4.37333], [3.52078, -2.20520, 0.54578]],
  "spin_multiplicity": 1,
  "orbital_gap_ev": 7.35,
  "charge": 1
}